Record 1
Formula: C23H54ClNO16P3
Source: OMol25
Level of theory: the ωB97M-V functional and the def2-TZVPD basis

2S+1	1
net charge	-1
E_HOMO	-4.01	eV
gap between HOMO and LUMO	3.2	eV

Each line ends with the Löwdin charge.
Element x y z (Å)
C: 0.205 -2.110 0.134  -0.07
C: -1.167 -1.278 0.607  -0.32
O: -0.704 -0.063 1.311  -0.12
C: -1.958 -0.919 -0.801  -0.14
O: -3.351 -0.496 -0.631  -0.15
C: -4.195 -1.493 0.028  -0.37
N: -4.274 -1.326 1.561  -0.41
Cl: -5.608 -2.364 2.051  0.55
C: -3.895 -3.056 -0.355  -0.43
O: -3.255 -3.952 0.430  -0.17
O: -4.395 -3.611 -1.656  -0.30
H: 1.188 -1.489 0.343  0.08
H: 0.212 -2.328 -1.034  0.07
H: 0.288 -3.159 0.656  0.08
H: -1.742 -2.015 1.310  0.13
H: -1.392 0.094 2.023  0.09
H: -1.801 -1.755 -1.640  0.14
H: -1.381 0.032 -1.237  0.14
H: -5.310 -1.276 -0.340  0.15
H: -4.676 -0.348 1.663  0.06
O: 3.373 -4.998 0.008  -0.20
P: 4.701 -5.755 0.249  0.79
O: 5.526 -4.371 0.649  -0.26
C: 5.116 -3.684 1.824  -0.30
C: 5.753 -4.292 3.058  -0.08
O: 5.071 -5.835 -1.373  -0.26
C: 4.025 -6.022 -2.319  -0.30
C: 3.647 -4.693 -2.949  -0.08
O: 6.186 -6.601 0.519  -0.28
C: 7.412 -6.205 -0.096  -0.29
C: 8.313 -5.477 0.886  -0.08
H: 4.027 -3.691 1.921  0.10
H: 5.427 -2.639 1.724  0.12
H: 5.578 -5.371 3.103  0.07
H: 5.352 -3.831 3.966  0.08
H: 6.835 -4.139 3.050  0.06
H: 3.161 -6.509 -1.853  0.11
H: 4.392 -6.704 -3.094  0.11
H: 3.499 -3.901 -2.205  0.07
H: 2.733 -4.789 -3.540  0.08
H: 4.451 -4.348 -3.610  0.07
H: 7.268 -5.589 -0.988  0.11
H: 7.909 -7.126 -0.415  0.12
H: 7.996 -4.441 1.018  0.06
H: 9.342 -5.451 0.515  0.08
H: 8.299 -5.953 1.872  0.08
O: -4.444 2.665 3.171  -0.21
P: -4.006 3.784 4.147  0.80
O: -4.492 2.933 5.487  -0.25
C: -3.808 1.720 5.772  -0.30
C: -2.526 1.985 6.536  -0.08
O: -5.378 4.691 3.887  -0.26
C: -5.953 4.732 2.586  -0.30
C: -7.132 3.779 2.506  -0.08
O: -3.517 5.035 5.238  -0.28
C: -4.392 5.561 6.236  -0.29
C: -4.052 5.017 7.612  -0.08
H: -3.591 1.169 4.852  0.10
H: -4.476 1.096 6.374  0.12
H: -1.904 2.723 6.021  0.07
H: -1.953 1.061 6.658  0.08
H: -2.744 2.382 7.531  0.06
H: -5.200 4.509 1.821  0.11
H: -6.295 5.756 2.402  0.11
H: -6.900 2.785 2.908  0.08
H: -7.471 3.665 1.472  0.08
H: -7.968 4.165 3.101  0.07
H: -5.448 5.382 6.021  0.11
H: -4.240 6.645 6.238  0.12
H: -4.443 4.005 7.743  0.06
H: -4.504 5.637 8.392  0.08
H: -2.970 4.973 7.770  0.08
O: 0.323 1.495 -3.477  -0.20
P: 1.300 2.310 -4.359  0.79
O: 0.073 3.093 -5.158  -0.25
C: -0.756 3.957 -4.392  -0.30
C: -0.123 5.326 -4.243  -0.08
O: 1.558 1.052 -5.419  -0.26
C: 1.606 -0.281 -4.923  -0.30
C: 0.276 -0.974 -5.156  -0.07
O: 2.392 3.221 -5.344  -0.28
C: 2.277 3.269 -6.766  -0.29
C: 1.669 4.582 -7.228  -0.08
H: -0.962 3.529 -3.407  0.10
H: -1.714 4.046 -4.914  0.12
H: 0.898 5.250 -3.857  0.07
H: -0.713 5.951 -3.565  0.08
H: -0.068 5.834 -5.210  0.06
H: 1.889 -0.292 -3.864  0.10
H: 2.397 -0.812 -5.465  0.11
H: -0.579 -0.364 -4.838  0.08
H: 0.236 -1.929 -4.625  0.08
H: 0.135 -1.168 -6.225  0.07
H: 1.707 2.434 -7.181  0.11
H: 3.295 3.194 -7.160  0.12
H: 0.584 4.580 -7.099  0.06
H: 1.863 4.740 -8.294  0.08
H: 2.066 5.429 -6.661  0.08


Record 2
Formula: C23H56Cl8O15S5
Source: OMol25
Level of theory: the ωB97M-V functional and the def2-TZVPD basis

SMILES string	CCOS(C)(=O)=O.CCOS(C)(=O)=O.CCOS(C)(=O)=O.CCOS(C)(=O)=O.CCOS(C)(=O)=O.ClCCCl.ClCCCl.ClCCCl.ClCCCl
2S+1	1
net charge	0
E_HOMO	-10.38	eV
gap between HOMO and LUMO	10.5	eV

Each line ends with the Löwdin charge.
Element x y z (Å)
C: 2.884 4.091 1.367  -0.06
C: 3.932 4.641 0.405  -0.25
O: 3.861 3.825 -0.772  -0.27
S: 4.913 3.911 -1.923  0.57
C: 4.454 5.283 -2.937  -0.09
O: 6.113 4.226 -1.210  -0.28
O: 4.884 2.744 -2.738  -0.27
H: 3.289 3.065 1.682  0.11
H: 1.905 3.840 0.906  0.07
H: 2.638 4.677 2.234  0.07
H: 3.736 5.691 0.092  0.13
H: 4.982 4.535 0.752  0.12
H: 3.667 4.924 -3.563  0.03
H: 5.355 5.491 -3.438  0.06
H: 4.134 6.173 -2.396  0.08
C: -2.372 2.798 -6.320  -0.06
C: -1.808 2.852 -4.937  -0.29
O: -0.445 3.407 -4.993  -0.26
S: 0.410 3.574 -3.657  0.59
C: 1.197 1.996 -3.432  -0.13
O: 1.469 4.499 -3.934  -0.28
O: -0.534 3.922 -2.619  -0.29
H: -3.320 2.222 -6.429  0.10
H: -1.687 2.215 -6.930  0.08
H: -2.425 3.825 -6.596  0.08
H: -2.412 3.443 -4.258  0.07
H: -1.715 1.877 -4.393  0.11
H: 1.765 1.996 -2.500  0.06
H: 1.816 1.851 -4.296  0.07
H: 0.432 1.148 -3.404  0.09
C: 5.080 -3.176 -1.261  -0.05
C: 3.628 -2.914 -1.604  -0.26
O: 3.445 -2.658 -3.034  -0.24
S: 2.983 -1.171 -3.446  0.57
C: 4.408 -0.148 -3.308  -0.10
O: 2.685 -1.269 -4.802  -0.24
O: 2.063 -0.647 -2.465  -0.32
H: 5.654 -2.253 -1.355  0.07
H: 5.429 -3.951 -1.936  0.09
H: 5.138 -3.550 -0.252  0.05
H: 3.096 -3.825 -1.491  0.10
H: 3.067 -2.175 -1.039  0.10
H: 4.986 -0.181 -4.218  0.08
H: 5.080 -0.371 -2.482  0.07
H: 4.093 0.840 -3.078  0.01
C: -2.017 -0.870 3.775  -0.08
C: -0.919 -1.367 2.938  -0.23
O: 0.102 -0.357 2.560  -0.24
S: -0.261 0.702 1.506  0.53
C: 0.767 0.112 0.219  -0.12
O: -1.639 0.635 1.080  -0.30
O: 0.231 1.968 2.004  -0.29
H: -2.816 -1.671 3.818  0.08
H: -2.409 0.106 3.384  0.08
H: -1.698 -0.560 4.767  0.06
H: -0.354 -1.993 3.572  0.10
H: -1.193 -2.005 2.093  0.10
H: 0.419 -0.853 -0.053  0.03
H: 1.746 0.129 0.578  0.06
H: 0.662 0.798 -0.603  0.06
C: -4.707 -5.523 4.948  -0.06
C: -5.559 -5.708 3.749  -0.16
O: -5.049 -4.867 2.498  -0.28
S: -5.555 -3.398 2.632  0.57
C: -5.061 -2.863 0.969  -0.11
O: -7.017 -3.447 2.787  -0.30
O: -4.778 -2.630 3.541  -0.29
H: -5.210 -6.083 5.738  0.09
H: -4.620 -4.484 5.204  0.07
H: -3.750 -6.007 4.749  0.09
H: -5.439 -6.662 3.334  0.10
H: -6.603 -5.479 3.696  0.10
H: -5.268 -3.614 0.166  0.09
H: -4.044 -2.508 0.809  0.05
H: -5.667 -2.008 0.781  0.05
Cl: -5.304 4.183 -0.893  0.53
C: -3.604 3.642 -1.065  -0.64
C: -3.545 2.177 -1.404  -0.69
Cl: -4.322 1.866 -2.943  0.60
H: -3.154 3.744 -0.093  0.07
H: -3.167 4.235 -1.852  0.05
H: -4.016 1.582 -0.578  0.09
H: -2.518 1.832 -1.476  0.05
Cl: 5.372 -5.712 3.500  0.51
C: 3.565 -5.672 3.645  -0.63
C: 3.054 -4.245 3.664  -0.69
Cl: 3.249 -3.431 2.117  0.58
H: 3.341 -6.213 4.585  0.08
H: 3.153 -6.163 2.740  0.07
H: 3.627 -3.756 4.412  0.05
H: 1.971 -4.270 3.892  0.08
Cl: -1.895 -1.453 -1.650  0.61
C: -1.531 -2.956 -2.490  -0.63
C: -0.371 -3.605 -1.744  -0.62
Cl: -0.998 -4.208 -0.158  0.53
H: -1.180 -2.591 -3.458  0.08
H: -2.419 -3.538 -2.532  0.06
H: 0.360 -2.860 -1.580  0.01
H: 0.065 -4.516 -2.266  0.10
Cl: -1.233 2.260 5.731  0.53
C: -1.977 3.165 4.346  -0.63
C: -1.516 4.585 4.396  -0.63
Cl: -2.340 5.354 5.807  0.52
H: -3.019 3.165 4.578  0.04
H: -1.656 2.729 3.366  0.06
H: -1.807 5.161 3.571  0.05
H: -0.427 4.729 4.601  0.08